No. 1
Entry from the Open Molecules 2025 dataset: a 17-piece molecular cluster, C87H210N12O5 overall (wB97M-V/def2-TZVPD).

The charge is 0. The calculation puts the LUMO energy at 0.011 hartree. As for the multiplicity: 1.

Atoms and positions in Å:
1 C 1.16641 7.09998 -0.62556
2 C 2.03291 8.22336 -0.09479
3 N 1.39344 9.54688 -0.38905
4 C 2.34652 10.55756 -0.88943
5 C 1.54996 11.69994 -1.49499
6 C 0.48789 10.04014 0.70956
7 C -0.52302 8.98352 1.11769
8 H 0.25508 6.84890 -0.08286
9 H 1.61318 6.10927 -0.70915
10 H 0.74692 7.26502 -1.61797
11 H 2.39059 8.15027 0.93226
12 H 2.97183 8.12461 -0.63956
13 H 2.97950 10.88631 -0.06520
14 H 3.00858 10.23826 -1.69430
15 H 1.00727 12.24694 -0.72403
16 H 2.16050 12.46295 -1.97785
17 H 0.86011 11.41659 -2.28993
18 H -0.02744 10.86106 0.21093
19 H 1.03004 10.39441 1.58629
20 H -0.94838 8.60070 0.18999
21 H -1.28031 9.47296 1.73011
22 H -0.14772 8.05635 1.55082
23 C 2.83611 -5.33428 3.22418
24 C 3.70422 -6.66506 3.32104
25 N 4.10174 -7.01228 4.65777
26 C 4.92178 -6.00883 5.45320
27 C 6.37556 -5.72244 5.03984
28 C 4.68181 -8.40176 4.47315
29 C 5.16825 -9.01492 5.83121
30 H 2.16475 -5.21507 4.07457
31 H 2.16428 -5.31968 2.36596
32 H 3.47972 -4.46445 3.09277
33 H 3.12755 -7.44335 2.82123
34 H 4.59199 -6.48542 2.71467
35 H 4.44122 -5.03393 5.53529
36 H 4.87001 -6.39904 6.46964
37 H 6.90160 -5.02889 5.69586
38 H 7.03895 -6.58652 5.00263
39 H 6.42654 -5.28510 4.04273
40 H 5.63164 -8.34223 3.94174
41 H 4.03264 -9.04467 3.87873
42 H 5.69593 -9.96255 5.72321
43 H 4.26678 -9.18717 6.41926
44 H 5.86117 -8.40125 6.40685
45 C -2.44139 -1.33016 -1.95489
46 C -3.51489 -2.42012 -1.64792
47 N -3.09960 -3.84004 -1.74545
48 C -4.19330 -4.68968 -1.20887
49 C -5.52969 -4.64588 -1.92668
50 C -2.82307 -4.33995 -3.12757
51 C -2.25050 -5.80192 -3.12997
52 H -2.89538 -0.34168 -1.88492
53 H -2.07797 -1.56172 -2.95609
54 H -1.54827 -1.55692 -1.37263
55 H -3.93658 -2.25595 -0.65629
56 H -4.28161 -2.33015 -2.41743
57 H -3.90567 -5.74024 -1.16772
58 H -4.37743 -4.45498 -0.16048
59 H -6.02729 -3.67924 -1.84861
60 H -5.55172 -4.89049 -2.98865
61 H -6.10555 -5.43697 -1.44641
62 H -2.04011 -3.71910 -3.56302
63 H -3.60739 -4.11727 -3.85100
64 H -3.00322 -6.57146 -2.95878
65 H -1.58471 -5.92821 -2.27623
66 H -1.75339 -6.11306 -4.04876
67 C 4.63770 -0.34859 1.05444
68 C 5.78102 0.29919 1.91119
69 N 7.11370 0.28540 1.20509
70 C 7.57014 -1.03986 0.76997
71 C 7.58996 -2.07069 1.85512
72 C 8.15453 0.94142 1.97447
73 C 7.97655 2.48694 2.18758
74 H 3.65333 -0.16429 1.48474
75 H 4.73768 -1.42719 0.93310
76 H 4.70482 -0.03341 0.01316
77 H 5.53601 1.35138 2.05600
78 H 5.76888 -0.18544 2.88744
79 H 8.53241 -1.17023 0.27486
80 H 6.96420 -1.38217 -0.06893
81 H 7.68820 -3.04556 1.37755
82 H 6.74346 -2.11008 2.54069
83 H 8.39348 -1.93035 2.57815
84 H 8.20381 0.51380 2.97587
85 H 9.09376 0.75521 1.45363
86 H 7.33729 2.70047 3.04423
87 H 8.93872 2.90776 2.47952
88 H 7.65084 3.08226 1.33458
89 C -6.38945 5.01210 -4.35146
90 C -6.04809 4.21459 -3.14442
91 N -5.47361 2.85966 -3.48097
92 C -4.92355 2.07845 -2.36791
93 C -3.93534 2.90062 -1.51038
94 C -6.40645 1.99848 -4.27448
95 C -7.76648 1.85661 -3.78344
96 H -7.16235 4.62400 -5.01487
97 H -5.66513 5.10571 -5.16060
98 H -6.71813 5.98758 -3.99297
99 H -5.25522 4.73337 -2.60559
100 H -6.89715 4.11852 -2.46768
101 H -5.69805 1.68061 -1.71220
102 H -4.39764 1.17256 -2.66939
103 H -3.33200 2.27074 -0.85668
104 H -3.20431 3.45209 -2.10164
105 H -4.43009 3.62257 -0.86070
106 H -5.95658 1.01910 -4.43743
107 H -6.44702 2.31259 -5.31745
108 H -8.30783 1.04146 -4.26360
109 H -8.33110 2.78660 -3.71684
110 H -7.87396 1.60483 -2.72837
111 C 2.06018 -4.29768 -5.59906
112 C 1.69718 -3.07200 -4.64671
113 N 2.82231 -2.25618 -4.25932
114 C 3.54427 -1.68103 -5.45117
115 C 2.77593 -0.85532 -6.41267
116 C 2.57654 -1.29247 -3.16986
117 C 1.61000 -0.11042 -3.32912
118 H 2.58427 -4.14510 -6.54254
119 H 1.18092 -4.86022 -5.91299
120 H 2.65764 -4.99902 -5.01659
121 H 0.96930 -2.48326 -5.20498
122 H 1.10063 -3.41229 -3.80029
123 H 4.45138 -1.21663 -5.06442
124 H 4.08324 -2.50979 -5.91026
125 H 2.06197 -0.18914 -5.92835
126 H 3.48065 -0.17053 -6.88440
127 H 2.30265 -1.42913 -7.20945
128 H 3.54775 -0.94349 -2.81907
129 H 2.33179 -1.80597 -2.24007
130 H 2.02579 0.69403 -3.93582
131 H 1.35454 0.25272 -2.33365
132 H 0.69246 -0.40504 -3.83846
133 C 1.89276 2.13561 2.93287
134 C 3.14638 2.36253 3.79178
135 N 3.50797 3.79213 3.88668
136 C 4.08202 4.30732 2.61347
137 C 3.90535 5.86084 2.44131
138 C 4.42680 4.08829 5.00113
139 C 3.99508 3.83967 6.34435
140 H 1.99371 2.37730 1.87481
141 H 1.20837 2.94190 3.19670
142 H 1.27252 1.28340 3.21061
143 H 2.93773 1.97547 4.78915
144 H 3.96391 1.71375 3.47740
145 H 5.07483 3.90732 2.40749
146 H 3.42554 3.95583 1.81749
147 H 4.30008 6.37105 1.56269
148 H 2.81604 5.83913 2.47335
149 H 4.17185 6.47663 3.30032
150 H 4.83667 5.09096 4.87960
151 H 5.37146 3.60025 4.76126
152 H 4.42607 4.54663 7.05326
153 H 4.37749 2.87423 6.67570
154 H 2.92205 3.93779 6.50890
155 C -5.18493 -3.08357 8.35108
156 C -5.11444 -3.15274 6.80353
157 N -3.95943 -2.27969 6.26332
158 C -4.22592 -1.90864 4.82332
159 C -3.35440 -0.78602 4.32191
160 C -2.60056 -2.75552 6.57411
161 C -2.28713 -4.09397 5.88522
162 H -4.30825 -3.56873 8.78021
163 H -5.99796 -3.67836 8.76739
164 H -5.25833 -2.09581 8.80609
165 H -5.09048 -4.10993 6.28267
166 H -6.04627 -2.69082 6.47728
167 H -5.22925 -1.48523 4.77705
168 H -4.27688 -2.77697 4.16643
169 H -2.27512 -0.93823 4.33039
170 H -3.50133 0.07142 4.97865
171 H -3.61290 -0.45077 3.31747
172 H -1.87005 -1.97000 6.38067
173 H -2.49217 -2.58614 7.64540
174 H -3.05959 -4.75623 6.27614
175 H -2.41747 -3.98566 4.80847
176 H -1.23594 -4.15745 6.16640
177 C -9.17774 -1.65879 -2.76692
178 C -9.79482 -0.98638 -1.57678
179 N -8.93941 -1.13774 -0.41201
180 C -7.66044 -0.32919 -0.49360
181 C -6.50062 -0.99380 0.37080
182 C -9.63768 -0.59204 0.83054
183 C -10.74503 -1.61413 1.20023
184 H -10.00488 -1.65143 -3.47677
185 H -8.79430 -2.66164 -2.57886
186 H -8.32685 -1.13473 -3.20218
187 H -9.87680 0.05909 -1.87407
188 H -10.82678 -1.30697 -1.43405
189 H -7.21871 -0.23156 -1.48529
190 H -7.97477 0.65812 -0.15519
191 H -5.55267 -0.52508 0.10659
192 H -6.56400 -0.87760 1.45273
193 H -6.39986 -2.06720 0.21031
194 H -10.11938 0.38064 0.73072
195 H -8.86598 -0.59701 1.60032
196 H -11.38049 -1.13223 1.94324
197 H -10.30255 -2.52321 1.60752
198 H -11.34395 -1.85023 0.32065
199 C 0.47839 -10.33228 2.81245
200 C -0.14426 -8.94960 2.99383
201 N -1.18013 -8.65252 2.04724
202 C -0.78949 -8.52887 0.62794
203 C -2.03548 -9.05362 -0.06741
204 C -2.01005 -7.51221 2.51826
205 C -1.43151 -6.17718 2.38518
206 H 1.15657 -10.67185 3.59531
207 H 0.96631 -10.44570 1.84437
208 H -0.36386 -10.99059 2.59957
209 H -0.47693 -8.81426 4.02296
210 H 0.70026 -8.26722 2.89773
211 H -0.56552 -7.51816 0.28676
212 H 0.07149 -9.16563 0.42462
213 H -1.80580 -8.91491 -1.12387
214 H -2.13467 -10.08328 0.27620
215 H -2.96625 -8.53713 0.16715
216 H -2.20882 -7.62744 3.58377
217 H -2.90912 -7.36021 1.92104
218 H -1.86020 -5.43168 3.05493
219 H -1.54659 -5.69049 1.41669
220 H -0.34424 -6.16656 2.46156
221 C 5.08278 6.22589 -7.68828
222 C 5.59625 4.91640 -7.06771
223 N 4.44424 4.00437 -6.86132
224 C 3.84120 4.36090 -5.59550
225 C 2.41503 3.76161 -5.30976
226 C 4.83268 2.58241 -6.86795
227 C 5.06021 2.10239 -8.27238
228 H 5.84083 6.90595 -8.07684
229 H 4.50683 6.84616 -7.00151
230 H 4.46500 5.79585 -8.47664
231 H 6.28528 4.51063 -7.80845
232 H 6.08270 5.16366 -6.12414
233 H 4.49651 4.23059 -4.73428
234 H 3.58251 5.41968 -5.60829
235 H 2.45738 2.69820 -5.54524
236 H 1.91944 3.90513 -4.34960
237 H 1.66686 4.20119 -5.96938
238 H 4.10792 1.96001 -6.34312
239 H 5.64284 2.44123 -6.15254
240 H 5.44384 1.10606 -8.49208
241 H 5.68232 2.78280 -8.85386
242 H 4.09036 2.27155 -8.74021
243 C -0.98481 2.14955 -4.73540
244 C -2.02144 1.45299 -5.56927
245 N -2.09238 1.81719 -7.00120
246 C -2.10428 3.26325 -7.24278
247 C -3.12815 3.63588 -8.27526
248 C -1.23027 1.07258 -7.94865
249 C -1.38897 -0.44694 -7.92488
250 H -1.00979 3.23481 -4.63699
251 H 0.04038 1.89895 -5.00795
252 H -1.19083 1.69976 -3.76414
253 H -1.66837 0.42305 -5.51754
254 H -2.98898 1.49150 -5.06877
255 H -1.19214 3.75195 -7.58524
256 H -2.40888 3.71041 -6.29654
257 H -2.86396 3.21281 -9.24444
258 H -3.23722 4.72039 -8.28220
259 H -4.07322 3.23184 -7.91235
260 H -1.49645 1.30975 -8.97869
261 H -0.15286 1.22538 -7.88592
262 H -2.41168 -0.82050 -7.97608
263 H -0.94729 -0.93098 -8.79592
264 H -0.80420 -0.83268 -7.08981
265 C 1.62053 -2.39060 4.99512
266 C 3.04619 -1.81773 5.15174
267 O 3.83086 -1.95174 4.25576
268 C 3.46593 -1.10330 6.37748
269 H 1.44874 -2.63835 3.94764
270 H 0.85369 -1.65632 5.24188
271 H 1.66365 -3.27867 5.62566
272 H 4.40323 -0.63312 6.07999
273 H 3.65740 -1.70661 7.26487
274 H 2.82716 -0.33322 6.80999
275 C -0.48267 -1.22984 1.70987
276 C 0.18812 -0.51330 0.52267
277 O 1.06344 -1.11367 -0.12853
278 C -0.24646 0.91317 0.09599
279 H -0.12969 -2.26062 1.67847
280 H -1.57219 -1.25274 1.68682
281 H -0.06410 -0.74732 2.59309
282 H 0.36221 1.67196 0.58779
283 H -1.31694 0.83104 0.28423
284 H -0.26638 1.01724 -0.98885
285 C -3.41549 2.83490 2.18770
286 C -1.90798 3.07207 2.40952
287 O -1.24776 2.09632 2.90955
288 C -1.25225 4.45257 2.02167
289 H -3.75094 1.85257 2.52026
290 H -3.54863 2.80870 1.10617
291 H -4.12931 3.56355 2.57194
292 H -2.09501 5.11256 1.81605
293 H -0.62354 4.42387 1.13172
294 H -0.71612 4.93447 2.83924
295 C -1.61711 0.64572 7.91143
296 C -0.15437 0.61923 7.38748
297 O 0.47010 -0.40444 7.19419
298 C 0.43353 1.94191 6.91979
299 H -1.81771 1.63641 8.31934
300 H -1.82644 -0.20313 8.56238
301 H -2.27871 0.48272 7.06066
302 H -0.25093 2.42600 6.22317
303 H 1.37391 1.85804 6.37505
304 H 0.67036 2.62473 7.73573
305 C 5.46451 3.18547 -1.02541
306 C 4.11170 3.56557 -1.59547
307 O 3.90400 4.73504 -1.86533
308 C 3.10368 2.43579 -1.81256
309 H 6.04834 4.10225 -0.94318
310 H 5.99191 2.41600 -1.58921
311 H 5.42278 2.84415 0.00893
312 H 3.35573 2.00347 -2.78090
313 H 2.09919 2.85714 -1.77293
314 H 3.32210 1.59013 -1.16045

Atoms 1-6, force components in eV/Å:
-1.15 -1.51 0.03
-0.13 0.79 -0.96
0.59 -1.03 0.40
-1.13 0.20 0.09
0.04 1.20 0.09
1.02 -0.77 -1.54

Atom charges from the Mulliken analysis, given in e for atoms 1 to 4: C -0.860; C -0.768; N 0.270; C -0.440

***

No. 2
Entry from the Open Molecules 2025 dataset: C8F24HfN4O16S8 as an isolated structure (wB97M-V/def2-TZVPD).

The charge is 0. The calculation puts the LUMO energy at -0.103 hartree. As for the energy relative to the best compared isomer or geometry (same formula, charge and spin): 5.047 eV. As for the multiplicity: 1.

Atoms and positions in Å:
1 Hf 0.00422 -0.09614 -0.23358
2 C -4.51131 -0.24356 -0.81545
3 F -5.17048 -0.17836 0.46551
4 F -5.40795 -0.76300 -1.62426
5 F -4.30488 0.95090 -1.27950
6 S -2.89042 -1.33036 -0.93826
7 O -3.21305 -2.63900 -1.46275
8 O -1.93275 -0.45377 -1.61189
9 N -1.90706 -1.08881 0.47759
10 S -2.57115 -2.25215 1.42695
11 O -4.01550 -2.20260 1.52274
12 O -1.97136 -3.52929 1.14411
13 C -1.92372 -1.86331 3.21353
14 F -2.78658 -1.13519 3.78487
15 F -1.70374 -2.92666 3.96107
16 F -0.80111 -1.15960 3.11002
17 C -3.03348 2.19794 1.91918
18 F -3.35203 3.10278 2.82365
19 F -3.31719 1.00898 2.31757
20 F -3.89701 2.39990 0.85038
21 S -1.15952 2.34840 1.43674
22 O -0.62523 3.63455 1.91676
23 O -0.44960 1.15219 1.87524
24 N -1.00193 1.88627 -0.24360
25 S -1.35513 3.26300 -1.00045
26 O -1.33658 2.94758 -2.39992
27 O -2.55709 3.87967 -0.48710
28 C 0.15770 4.54127 -0.79666
29 F 0.31294 5.21968 -1.94182
30 F -0.14936 5.41593 0.18085
31 F 1.30298 3.92340 -0.60035
32 C 2.05244 0.82947 3.53758
33 F 1.32645 -0.10039 4.20574
34 F 1.42621 2.03691 3.46712
35 F 3.17827 0.97940 4.19175
36 S 2.53093 0.19859 1.73701
37 O 2.06394 1.21541 0.82800
38 O 3.92676 -0.14283 1.69246
39 N 1.38105 -1.00133 1.29110
40 S 2.04361 -2.27954 2.00162
41 O 2.96834 -2.08625 3.14820
42 O 0.96448 -3.26326 2.27371
43 C 3.17696 -3.04018 0.61278
44 F 2.60062 -2.69140 -0.58445
45 F 4.44785 -2.52360 0.66732
46 F 3.27988 -4.45538 0.80747
47 C -0.23215 -1.24964 -4.33012
48 F -1.41293 -1.55726 -3.88410
49 F 0.03939 -1.96754 -5.33660
50 F -0.17372 0.05962 -4.64945
51 S 0.98990 -1.70258 -2.84088
52 O 0.17450 -2.25219 -1.78450
53 O 2.01892 -2.63337 -3.38400
54 N 1.37068 -0.14138 -2.04468
55 S 2.49800 0.53479 -2.95757
56 O 2.45961 0.11451 -4.33582
57 O 2.53038 1.96538 -2.77560
58 C 4.17402 -0.09571 -2.26278
59 F 4.13997 -0.00932 -0.94364
60 F 4.38308 -1.31228 -2.57505
61 F 5.24010 0.56086 -2.76380

Atoms 1-6, force components in eV/Å:
-0.61 0.01 0.20
-3.14 -0.06 1.87
2.40 0.03 -2.98
0.26 -1.17 -0.06
1.20 0.51 0.60
1.48 0.41 0.26

Atom charges from the Mulliken analysis, given in e for atoms 1 to 4: Hf 3.299; C 0.652; F -0.200; F -0.206

***

No. 3
Entry from the Open Molecules 2025 dataset: C8F5N3S4SbTc as an isolated structure (wB97M-V/def2-TZVPD).

The charge is +2. The calculation puts the LUMO energy at -0.405 hartree. As for the energy relative to the best compared isomer or geometry (same formula, charge and spin): 1.475 eV. As for the multiplicity: 1.

Atoms and positions in Å:
1 Tc -0.14665 0.69557 0.57176
2 S 3.75207 1.72783 3.49497
3 Sb 2.98110 -0.35668 3.34198
4 S 0.83868 -0.81755 -0.52082
5 S 0.34645 0.40786 2.64409
6 S 2.81944 -2.56748 3.13823
7 F -2.51203 2.28614 -0.74976
8 C -2.99172 1.11365 -0.33897
9 C -2.13775 0.22420 0.32783
10 C -2.66081 -1.00148 0.75229
11 F -1.84434 -1.85174 1.36154
12 C -3.97699 -1.33726 0.53316
13 F -4.45623 -2.48920 0.94173
14 C -4.80189 -0.43585 -0.14898
15 F -6.03568 -0.75570 -0.38403
16 C -4.31002 0.80050 -0.58296
17 F -5.09303 1.64254 -1.21407
18 N 0.76440 6.80919 -1.78979
19 C 0.77899 5.76558 -1.30055
20 N 0.79954 4.58434 -0.74137
21 C 0.50692 3.49682 -0.41228
22 N 0.25058 2.36140 -0.00680

Atoms 1-6, force components in eV/Å:
1.02 -2.43 -0.22
-0.55 -1.63 -0.05
0.48 -0.19 -0.13
-1.26 2.06 1.44
-0.65 0.41 -1.45
0.16 1.73 0.16

Atom charges from the Mulliken analysis, given in e for atoms 1 to 4: Tc 0.068; S -0.184; Sb 1.122; S 0.022

***

no.,highest occupied orbital energy (eV),energy (hartree),gap between HOMO and LUMO (eV)
1,-7.91,-4473.5708,8.21
2,-11.89,-7357.8178,9.10
3,-16.02,-2881.3995,5.00